No. 1
C4H11N2 | the ωB97M-V functional and the def2-TZVPD basis

XYZ file:
```
17
Properties=species:S:1:pos:R:3:mulliken_charge:R:1
C -0.203 -0.512 1.565 -0.900
C -1.058 -0.241 0.375 0.036
C 0.381 0.346 0.000 0.163
C 0.704 1.785 0.086 -1.338
N 0.872 -0.434 -1.128 -0.218
N -1.297 -1.406 -0.508 -0.494
H -0.104 0.194 2.351 0.360
H 0.300 -1.474 1.704 0.268
H -1.799 0.495 0.572 0.382
H 0.430 2.380 1.031 0.318
H 0.222 2.414 -0.827 0.321
H 1.803 1.754 -0.087 0.401
H 0.925 0.307 -1.897 0.357
H 1.717 -0.895 -0.900 0.330
H -2.218 -1.333 -0.883 0.254
H -1.136 -2.262 0.035 0.298
H -0.025 -1.242 -1.031 0.461
```

Output
energy above the lowest of the compared OMol25 structures with the same formula, charge and spin	336.8	kJ/mol
Kohn-Sham gap	10.2	eV
charge	+1
SMILES	C[C@@]1([NH3+])C[C@@H]1N
spin multiplicity	1



No. 2
C4H6N2OS | the ωB97M-V functional and the def2-TZVPD basis

XYZ file:
```
14
Properties=species:S:1:pos:R:3:mulliken_charge:R:1
C -1.341 0.593 0.014 -0.169
C 1.081 0.727 0.009 0.601
C 2.452 0.127 -0.016 -0.278
C 2.854 -1.116 0.039 -0.594
H -0.637 -1.764 -0.805 0.245
H -0.541 -1.724 0.819 0.248
H -1.239 1.674 0.158 0.320
H 3.165 0.942 -0.153 0.301
H 3.946 -1.188 0.071 0.231
H 2.234 -1.997 -0.027 0.385
N -0.021 -1.492 -0.033 -0.630
N -0.125 -0.023 0.010 0.218
O 0.987 1.943 -0.017 -0.582
S -2.754 -0.179 -0.003 -0.297
```

Output
energy above the lowest of the compared OMol25 structures with the same formula, charge and spin	278.3	kJ/mol
Kohn-Sham gap	8.6	eV
charge	0
SMILES	C=CC(=O)N(N)C=S
spin multiplicity	1



No. 3
C62H67F9N2O2 | the ωB97M-V functional and the def2-TZVPD basis

XYZ file:
```
142
Properties=species:S:1:pos:R:3:mulliken_charge:R:1
F -2.894 -1.849 -5.522 -0.382
C -1.618 -1.388 -5.515 0.450
C -0.713 -1.845 -6.419 -0.608
C 0.579 -1.401 -6.387 -0.514
C 0.956 -0.300 -5.529 -0.853
C 0.013 0.196 -4.594 -0.066
C -1.334 -0.355 -4.602 -0.477
H -0.929 -2.682 -7.066 0.455
H 1.247 -1.764 -7.153 0.440
H 1.967 0.071 -5.605 0.447
H 0.307 1.010 -3.948 0.592
H -2.112 0.025 -3.956 0.595
F 1.712 -1.485 8.262 -0.354
C 1.712 -1.374 6.919 0.241
C 1.829 -2.540 6.134 -0.855
C 1.783 -2.419 4.776 -0.470
C 1.548 -1.176 4.200 0.046
C 1.472 -0.077 5.012 -0.295
C 1.595 -0.147 6.349 -0.470
H 1.874 -3.526 6.573 0.431
H 1.833 -3.326 4.193 0.494
H 1.490 -1.095 3.125 0.316
H 1.256 0.877 4.554 0.375
H 1.526 0.789 6.884 0.493
F -1.939 -4.167 -1.372 -0.289
C -0.938 -4.663 -2.090 0.465
C 0.153 -5.272 -1.480 -0.233
C 1.203 -5.724 -2.211 -0.553
C 1.195 -5.566 -3.582 -0.780
C 0.077 -4.909 -4.245 -0.552
C -0.985 -4.556 -3.486 -0.327
H 0.159 -5.370 -0.404 0.331
H 2.096 -6.193 -1.822 0.622
H 2.025 -5.900 -4.188 0.391
H 0.077 -4.726 -5.310 0.466
H -1.825 -4.127 -4.011 0.502
F -8.557 -3.968 -3.286 -0.309
C -7.361 -3.480 -2.999 0.279
C -7.063 -2.149 -3.184 -0.499
C -5.733 -1.737 -3.080 -0.525
C -4.764 -2.687 -2.679 -0.057
C -5.121 -3.992 -2.376 -0.465
C -6.425 -4.413 -2.543 -0.435
H -7.845 -1.459 -3.465 0.406
H -5.444 -0.704 -3.208 0.473
H -3.739 -2.369 -2.559 0.332
H -4.400 -4.737 -2.073 0.349
H -6.660 -5.459 -2.411 0.409
F -0.443 5.910 2.852 -0.327
C -0.844 4.662 3.098 -0.331
C -1.775 3.931 2.320 0.069
C -2.259 2.655 2.656 -0.712
C -1.833 2.065 3.827 -0.194
C -0.913 2.734 4.668 -0.958
C -0.439 3.966 4.224 0.075
H -2.209 4.496 1.508 0.586
H -3.104 2.248 2.121 0.482
H -2.381 1.169 4.075 0.471
H -0.439 2.209 5.484 0.509
H 0.382 4.376 4.795 0.388
F -2.495 -1.151 5.613 -0.321
C -2.571 -2.233 4.825 -0.121
C -1.724 -2.311 3.719 0.389
C -1.907 -3.395 2.843 -0.568
C -2.819 -4.411 3.207 -0.665
C -3.529 -4.333 4.349 -0.423
C -3.428 -3.222 5.159 -0.528
H -1.122 -1.472 3.403 0.599
H -1.373 -3.383 1.904 0.474
H -2.884 -5.327 2.639 0.392
H -4.190 -5.181 4.452 0.345
H -4.041 -3.171 6.047 0.438
F -3.495 1.228 -2.209 -0.084
C -3.154 2.499 -1.930 -0.103
C -1.836 2.845 -1.524 0.354
C -1.500 4.166 -1.299 -0.552
C -2.479 5.155 -1.440 -0.893
C -3.783 4.788 -1.721 -0.483
C -4.137 3.450 -1.973 -0.552
H -1.133 2.032 -1.423 0.575
H -0.490 4.485 -1.088 0.545
H -2.137 6.124 -1.108 0.410
H -4.642 5.412 -1.918 0.365
H -5.174 3.169 -2.083 0.459
F 3.668 2.712 -6.954 -0.357
C 3.283 3.010 -5.680 0.224
C 2.088 3.667 -5.460 -0.270
C 1.555 3.809 -4.207 -0.723
C 2.283 3.274 -3.081 0.032
C 3.505 2.617 -3.271 -0.316
C 4.060 2.584 -4.585 -0.510
H 1.508 4.136 -6.240 0.372
H 0.663 4.409 -4.107 0.444
H 1.764 3.249 -2.134 0.233
H 3.962 2.168 -2.401 0.453
H 4.938 2.014 -4.851 0.371
F 1.987 0.282 -2.039 -0.496
C 1.053 0.007 -1.076 0.382
C -0.015 -0.887 -1.439 -0.207
C -1.080 -1.002 -0.551 -0.894
C -1.040 -0.375 0.726 -0.775
C 0.021 0.480 1.060 0.496
C 1.058 0.623 0.135 -0.998
H -0.055 -1.365 -2.406 0.829
H -1.927 -1.588 -0.876 0.390
H -1.880 -0.566 1.377 1.033
H -0.067 1.059 1.968 -0.265
H 1.899 1.267 0.345 0.302
C 2.815 3.198 2.345 -1.108
C 3.002 4.235 1.241 1.273
C 2.012 5.465 1.379 -0.166
O 2.287 6.608 0.576 -0.488
C 1.512 7.768 1.059 -0.709
N 4.329 4.738 1.424 -0.772
H 1.830 2.732 2.341 -0.344
H 2.842 3.630 3.346 0.613
H 3.557 2.399 2.336 0.512
H 2.909 3.773 0.259 -0.469
H 2.044 5.663 2.451 0.443
H 1.033 5.070 1.108 -0.160
H 1.776 8.721 0.603 0.330
H 1.568 7.878 2.142 0.324
H 0.442 7.583 0.964 0.195
H 4.544 4.958 2.386 0.301
H 4.156 5.693 1.144 0.308
C 2.152 -2.966 0.496 -0.284
C 3.626 -3.422 0.625 0.247
C 4.230 -2.912 1.948 -0.751
O 4.203 -1.497 2.110 -0.162
C 4.978 -1.047 3.258 -0.834
N 3.564 -4.877 0.411 -0.779
H 2.129 -1.877 0.478 -0.282
H 1.505 -3.257 1.323 0.216
H 1.758 -3.251 -0.480 0.221
H 4.269 -3.000 -0.147 0.385
H 5.266 -3.251 1.951 0.377
H 3.777 -3.381 2.821 0.206
H 6.047 -1.093 3.050 0.372
H 4.854 -1.576 4.203 0.344
H 4.736 -0.011 3.497 0.153
H 2.817 -5.313 0.933 0.349
H 3.215 -5.040 -0.523 0.247
```

Output
Kohn-Sham gap	9.6	eV
charge	0
SMILES	COC[C@H](C)N.COC[C@H](C)N.Fc1ccccc1.Fc1ccccc1.Fc1ccccc1.Fc1ccccc1.Fc1ccccc1.Fc1ccccc1.Fc1ccccc1.Fc1ccccc1.Fc1ccccc1
spin multiplicity	1



No. 4
C26H44BrN3P2PdS | the ωB97M-V functional and the def2-TZVPD basis

XYZ file:
```
78
Properties=species:S:1:pos:R:3:mulliken_charge:R:1
N 3.273 -3.782 3.662 0.150
C 2.093 -3.410 4.163 -0.562
C 1.007 -3.106 3.343 -0.599
C 1.162 -3.146 1.934 0.369
C 2.425 -3.560 1.431 -0.082
C 3.449 -3.845 2.342 -0.807
C 0.088 -2.736 1.078 0.349
Pd -0.097 -0.045 0.045 0.339
P -1.649 1.347 -0.961 0.094
C 0.265 -2.416 -0.279 -1.882
C -0.836 -2.587 -1.235 1.158
C -0.546 -2.618 -2.616 -0.623
C -1.560 -2.319 -3.523 -0.433
C -2.827 -2.064 -3.001 -0.388
C -3.194 -2.349 -1.688 -0.214
C -2.171 -2.670 -0.795 -0.561
Br -4.125 -1.133 -4.122 0.207
H -0.903 -2.645 1.528 0.245
H 1.265 -2.385 -0.731 0.754
H 0.034 -2.844 3.760 0.788
H 2.613 -3.705 0.367 0.637
H 1.987 -3.373 5.252 0.493
H 4.430 -4.167 1.983 0.466
H 0.463 -2.849 -2.959 0.629
H -2.407 -2.953 0.228 0.683
H -1.377 -2.241 -4.588 0.492
H -4.231 -2.298 -1.385 0.598
P 1.992 0.943 0.057 1.234
C -3.254 0.857 -0.243 -0.263
C -4.467 1.036 -1.143 -1.011
H -3.364 1.423 0.695 0.572
H -3.151 -0.200 0.047 0.317
H -5.371 0.737 -0.596 0.454
H -4.599 2.070 -1.482 0.287
H -4.396 0.399 -2.036 -0.034
C -1.601 1.064 -2.753 1.252
C -2.248 2.072 -3.697 -1.531
H -2.103 0.099 -2.875 -1.337
H -0.550 0.892 -3.034 0.169
H -2.212 1.648 -4.710 0.458
H -3.302 2.256 -3.450 0.325
H -1.719 3.030 -3.712 0.393
C -1.412 3.138 -0.725 -0.044
C -2.654 3.991 -0.957 -1.499
H -0.603 3.435 -1.409 0.451
H -1.036 3.282 0.295 0.258
H -2.389 5.041 -0.786 0.466
H -3.028 3.904 -1.982 0.308
H -3.463 3.726 -0.268 0.341
C 2.391 2.387 1.121 -0.754
C 1.687 3.704 0.794 -1.228
H 3.485 2.520 1.064 0.647
H 2.149 2.085 2.154 0.174
H 2.333 4.547 1.082 0.405
H 1.451 3.816 -0.273 0.243
H 0.757 3.805 1.367 0.364
C 2.453 1.472 -1.633 -0.813
C 2.441 0.354 -2.673 -1.069
H 3.467 1.886 -1.519 0.624
H 1.783 2.300 -1.903 0.375
H 2.607 0.779 -3.673 0.442
H 3.243 -0.370 -2.485 0.292
H 1.491 -0.194 -2.693 0.054
C 3.330 -0.234 0.488 -0.563
C 3.631 -0.336 1.983 -0.746
H 4.226 0.095 -0.062 0.660
H 3.037 -1.216 0.087 0.211
H 4.432 -1.068 2.154 0.381
H 3.967 0.620 2.412 0.439
H 2.751 -0.686 2.542 -0.361
N -1.142 -0.727 4.039 -0.321
C -0.135 0.042 3.514 0.130
N 1.058 -0.033 4.124 -0.233
S -0.481 1.121 2.234 -0.104
H -1.127 -0.847 5.046 0.292
H -2.059 -0.520 3.649 0.255
H 1.837 0.520 3.788 0.099
H 1.240 -0.768 4.804 0.237
```

Output
energy above the lowest of the compared OMol25 structures with the same formula, charge and spin	0.0	kJ/mol
Kohn-Sham gap (spin up / spin down)	5.4 / 4.7	eV
charge	+4
spin multiplicity	5



No. 5
C4H10N3S | the ωB97M-V functional and the def2-TZVPD basis

XYZ file:
```
18
Properties=species:S:1:pos:R:3:mulliken_charge:R:1
C -0.615 0.745 0.781 -0.929
C 0.601 0.132 0.616 0.306
C -2.419 -0.315 -0.452 0.113
C 2.459 -1.217 -0.432 -0.776
N -1.705 0.735 -0.115 0.598
N -2.048 2.013 -0.311 -0.817
N 1.153 -0.598 -0.386 -0.205
S -2.340 -1.955 0.154 -0.105
H -0.526 1.442 1.587 0.397
H 1.333 0.203 1.492 0.266
H -3.027 -0.186 -1.350 0.329
H 3.133 -0.587 -0.965 0.318
H 2.667 -1.399 0.650 0.277
H 2.532 -2.144 -1.132 0.258
H -2.774 2.376 -0.950 0.262
H -1.328 2.667 -0.420 0.251
H 0.760 -0.760 -1.301 0.239
H -2.014 -1.713 1.444 0.217
```

Output
energy above the lowest of the compared OMol25 structures with the same formula, charge and spin	320.1	kJ/mol
Kohn-Sham gap	8.0	eV
charge	+1
spin multiplicity	1



no.,E (eV)
1,-7297.45721
2,-20106.45733
3,-96908.97164
4,-135038.16859
5,-19606.03466